No. 1
Molecular formula: C31H28NO4S2
Method: DFT, ωB97M-V with the def2-TZVPD basis set

## Properties
energy relative to the best compared isomer or geometry (same formula, charge and spin)	66.2	kJ/mol
multiplicity	1
charge	-1
highest occupied orbital energy	-3.44	eV
SMILES string	CN(C)c1ccc([C@H](C(S(=O)(=O)c2ccccc2)=[S@@](=O)([O-])c2ccccc2)[C@H]2C=Cc3ccccc32)cc1

Structure (XYZ):
```
66
C31H28NO4S2 ωB97M-V with the def2-TZVPD basis set
C -3.30 -5.10 4.85
N -2.65 -4.71 3.62
C -2.07 -5.80 2.88
C -2.35 -3.42 3.29
C -1.56 -3.18 2.13
C -1.37 -1.87 1.70
C -1.89 -0.76 2.39
C -1.42 0.67 1.94
C -2.48 1.01 0.89
S -2.85 2.68 0.50
O -2.29 2.80 -0.84
O -4.23 3.05 0.79
C -1.86 3.71 1.58
C -2.21 3.83 2.93
C -1.37 4.53 3.79
C -0.21 5.13 3.30
C 0.08 5.08 1.94
C -0.78 4.41 1.06
S -3.20 -0.13 -0.27
O -2.06 -0.75 -0.92
O -4.21 -0.98 0.34
C -4.06 0.67 -1.63
C -3.35 0.99 -2.79
C -4.02 1.55 -3.88
C -5.40 1.78 -3.82
C -6.11 1.44 -2.66
C -5.44 0.87 -1.57
C 0.18 0.61 1.93
C 0.40 0.87 0.50
C 1.28 1.91 0.27
C 1.93 2.25 1.53
C 2.96 3.17 1.81
C 3.31 3.37 3.15
C 2.58 2.75 4.17
C 1.47 1.95 3.86
C 1.17 1.62 2.55
C -2.70 -0.99 3.51
C -2.93 -2.30 3.96
H -3.97 -4.31 5.20
H -3.89 -6.00 4.65
H -2.57 -5.33 5.65
H -2.27 -5.71 1.81
H -0.99 -5.88 3.01
H -2.53 -6.72 3.22
H -1.06 -3.99 1.58
H -0.74 -1.70 0.82
H -1.65 1.41 2.73
H -3.15 3.41 3.29
H -1.60 4.57 4.85
H 0.48 5.63 3.97
H 0.99 5.53 1.54
H -0.61 4.40 -0.02
H -2.29 0.78 -2.86
H -3.46 1.80 -4.79
H -5.94 2.24 -4.67
H -7.19 1.60 -2.58
H -5.97 0.55 -0.67
H 0.41 -0.44 2.43
H -0.20 0.34 -0.24
H 1.53 2.36 -0.67
H 3.49 3.68 0.99
H 4.21 3.93 3.40
H 2.85 2.97 5.22
H 0.84 1.59 4.66
H -3.14 -0.12 4.01
H -3.54 -2.44 4.86
```

These are the natural (NBO) partial charges, in e, on atoms 1 to 2: -0.389, -0.424

No. 2
Molecular formula: C18H42FN6O6
Method: DFT, ωB97M-V with the def2-TZVPD basis set

## Properties
energy relative to the best compared isomer or geometry (same formula, charge and spin)	164.6	kJ/mol
multiplicity	1
charge	-1
highest occupied orbital energy	-6.14	eV

Structure (XYZ):
```
73
C18H42FN6O6 ωB97M-V with the def2-TZVPD basis set
F 0.25 0.02 -0.86
C 1.91 -2.57 -4.85
C 1.58 -1.54 -3.78
O 2.05 -0.42 -3.89
N 0.61 -1.86 -2.90
C 0.15 -3.20 -2.58
H 2.80 -2.32 -5.42
H 1.13 -2.66 -5.61
H 2.03 -3.55 -4.37
H 0.45 -1.13 -2.19
H 0.95 -3.94 -2.47
H -0.64 -3.58 -3.22
H -0.23 -3.12 -1.56
C -4.07 0.33 -3.26
C -2.71 0.16 -2.63
O -1.73 0.64 -3.17
N -2.59 -0.52 -1.46
C -3.73 -1.05 -0.71
H -4.43 1.33 -3.05
H -4.78 -0.44 -2.97
H -3.95 0.17 -4.33
H -1.70 -0.70 -1.01
H -4.72 -0.70 -0.97
H -3.61 -0.85 0.36
H -3.71 -2.15 -0.76
C 4.83 1.34 0.66
C 3.44 1.15 0.10
O 2.63 2.06 0.14
N 3.15 -0.02 -0.52
C 4.14 -1.00 -0.87
H 5.29 0.48 1.16
H 4.83 2.15 1.38
H 5.51 1.59 -0.16
H 2.14 -0.19 -0.64
H 4.42 -1.68 -0.06
H 5.04 -0.56 -1.29
H 3.81 -1.68 -1.66
C -2.99 3.68 1.11
C -1.97 2.80 0.44
O -1.31 3.24 -0.50
N -1.78 1.52 0.82
C -2.45 0.98 2.01
H -3.76 3.06 1.59
H -3.45 4.39 0.45
H -2.48 4.09 1.99
H -1.14 0.84 0.42
H -1.95 0.08 2.36
H -3.52 0.91 1.78
H -2.48 1.67 2.87
C 1.81 -2.11 1.56
C 0.51 -2.61 2.11
O 0.45 -3.24 3.17
N -0.61 -2.27 1.44
C -1.90 -2.84 1.77
H 2.63 -2.77 1.81
H 2.04 -1.16 2.05
H 1.81 -1.96 0.49
H -0.45 -1.56 0.73
H -2.11 -2.62 2.82
H -1.86 -3.92 1.62
H -2.70 -2.39 1.21
C 1.18 4.06 2.27
C 0.24 3.48 3.29
O -0.58 4.21 3.87
N 0.19 2.14 3.47
C 0.93 1.15 2.73
H 1.43 5.12 2.37
H 0.69 3.93 1.30
H 2.17 3.61 2.34
H -0.59 1.92 4.06
H 2.02 1.17 2.85
H 0.82 1.22 1.64
H 0.59 0.19 3.11
```

These are the Löwdin partial charges, in e, on atoms 1 to 2: -0.484, -0.022

No. 3
Molecular formula: C25H35B3F16O11S2
Method: DFT, ωB97M-V with the def2-TZVPD basis set

## Properties
multiplicity	1
highest occupied orbital energy	-9.26	eV
SMILES string	CC(=O)OCCCCCCB1OBOB(SCC(=O)OC[C@@H](C)OC(=O)CS)O1.FC(F)C(F)(F)COC(F)(F)C(F)F.FC(F)C(F)(F)COC(F)(F)C(F)F

Structure (XYZ):
```
92
C25H35B3F16O11S2 ωB97M-V with the def2-TZVPD basis set
C -8.62 0.09 1.01
C -9.02 0.56 -0.39
O -9.97 1.21 -0.50
O -8.30 0.24 -1.47
C -7.03 -0.36 -1.20
C -6.27 -0.66 -2.49
C -4.89 -1.23 -2.08
C -3.69 -0.50 -2.69
C -3.72 1.04 -2.57
C -2.77 1.58 -1.47
B -1.38 2.11 -2.01
O -0.41 2.43 -1.06
B 0.88 2.51 -1.56
O 1.22 2.36 -2.89
B 0.19 1.88 -3.66
S 0.60 0.75 -5.04
C -0.96 -0.14 -5.36
C -0.73 -1.63 -5.25
O -0.25 -2.23 -6.12
O -1.16 -2.16 -4.11
C -0.86 -3.54 -3.97
C 0.61 -3.86 -3.63
C 1.45 -2.69 -3.12
O 0.54 -4.87 -2.59
C 1.56 -5.71 -2.62
O 2.59 -5.51 -3.11
C 1.33 -7.04 -1.88
S -0.31 -7.03 -1.03
O -1.10 2.30 -3.35
H -8.52 -1.00 0.99
H -9.38 0.36 1.73
H -7.70 0.58 1.32
H -7.19 -1.33 -0.71
H -6.40 0.26 -0.57
H -6.20 0.22 -3.13
H -6.87 -1.40 -3.03
H -4.82 -1.30 -1.00
H -4.85 -2.26 -2.45
H -2.81 -0.84 -2.13
H -3.51 -0.84 -3.71
H -3.48 1.46 -3.55
H -4.72 1.42 -2.33
H -2.63 0.87 -0.66
H -3.26 2.48 -1.06
H 1.75 2.72 -0.79
H -1.66 0.19 -4.59
H -1.42 0.12 -6.30
H -1.12 -4.10 -4.87
H -1.49 -3.95 -3.19
H 1.09 -4.25 -4.53
H 1.77 -2.91 -2.10
H 0.95 -1.72 -3.08
H 2.38 -2.56 -3.68
H 1.43 -7.89 -2.55
H 2.05 -7.05 -1.08
H -0.86 -8.23 -1.28
F 4.17 1.45 1.82
C 5.27 1.86 2.49
F 4.99 3.09 3.00
C 6.50 1.95 1.59
F 6.36 2.94 0.69
F 7.55 2.29 2.39
C 6.90 0.66 0.86
O 6.41 0.49 -0.46
C 5.12 0.03 -0.62
F 4.67 -0.49 0.54
F 5.17 -0.97 -1.51
C 4.18 1.11 -1.16
F 4.24 2.23 -0.42
F 2.91 0.66 -1.13
H 5.44 1.17 3.32
H 7.98 0.71 0.75
H 6.71 -0.23 1.47
H 4.44 1.36 -2.19
F 1.70 1.82 5.41
C 3.04 1.91 5.29
F 3.50 0.65 5.05
C 3.70 2.47 6.54
F 3.59 1.61 7.58
F 5.03 2.58 6.28
C 3.22 3.86 6.99
O 2.20 3.90 7.97
C 0.90 3.72 7.55
F 0.82 3.88 6.21
F 0.17 4.71 8.10
C 0.31 2.39 8.00
F 1.11 1.36 7.66
F -0.89 2.19 7.42
H 3.28 2.52 4.42
H 4.08 4.32 7.48
H 2.99 4.50 6.14
H 0.19 2.38 9.09
```

These are the Löwdin partial charges, in e, on atoms 1 to 2: 0.011, -0.589

| no. | LUMO energy (eV) |
| --- | --- |
| 1 | 2.72 |
| 2 | 2.60 |
| 3 | 0.32 |